(1)
The following is a DFT calculation (the ωB97M-V functional and the def2-TZVPD basis) of C20H30Cl3GeN3SScSi as an isolated structure.

LUMO (eV): -9.8
Orbital gap (eV): 6.028
Highest occupied orbital energy (eV): -15.793

```
! wB97M-V def2-TZVPD RIJCOSX def2/J DEFGRID3
* xyz 3 1
Sc 1.333 -0.277 2.006
C 5.403 -0.529 -0.375
C 4.085 -0.269 0.182
N 3.045 -0.077 0.632
H 5.288 -1.008 -1.348
H 5.943 -1.192 0.303
H 5.939 0.414 -0.481
S -2.391 -5.438 0.694
C -1.474 -3.993 0.720
C -1.817 -3.027 1.696
C -1.072 -1.889 1.779
N 0.013 -1.625 1.008
C 0.332 -2.546 0.064
C -0.377 -3.699 -0.117
C -1.750 -6.337 -0.697
C -1.054 -7.511 -0.467
C -0.624 -8.231 -1.579
N -0.838 -7.857 -2.837
C -1.529 -6.732 -3.027
C -2.018 -5.938 -2.001
H -2.652 -3.181 2.366
H -1.327 -1.141 2.528
H 1.209 -2.345 -0.538
H -0.073 -4.395 -0.886
H -0.847 -7.863 0.534
H -0.076 -9.156 -1.443
H -1.714 -6.458 -4.060
H -2.606 -5.055 -2.217
Cl 0.388 0.473 4.356
Si 2.537 0.980 4.360
Cl 3.048 1.077 6.272
Cl 2.388 -1.944 3.134
C 0.567 6.924 0.143
C 1.000 5.479 0.347
C 1.164 4.714 -0.967
C 1.350 3.212 -0.754
Ge -0.181 2.185 -0.120
C -1.583 1.296 -1.162
C -2.650 2.328 -1.550
C -3.127 3.060 -0.291
C -1.959 3.767 0.395
H 0.462 7.441 1.096
H -0.387 6.984 -0.385
H 1.303 7.472 -0.446
H 0.273 4.969 1.005
H 1.946 5.443 0.895
H 2.063 5.083 -1.468
H 0.341 4.907 -1.660
H 2.163 3.024 -0.050
H 1.540 2.655 -1.683
H 0.155 1.472 1.210
H -1.998 0.517 -0.521
H -1.076 0.814 -2.004
H -3.467 1.834 -2.076
H -2.234 3.061 -2.247
H -3.610 2.360 0.393
H -3.870 3.817 -0.538
H -1.379 3.111 1.121
H -2.207 4.563 1.099
H -1.311 4.277 -0.342
*
```


(2)
The following is a DFT calculation (the ωB97M-V functional and the def2-TZVPD basis) of a 6-piece molecular cluster, C52H55N7O12S overall.

LUMO (eV): -1.1
Orbital gap (eV): 6.451
Highest occupied orbital energy (eV): -7.549
SMILES string: COCc1ccc2c(c1CCCCCN)Sc1cccc(CCCO)c1N2.O=[N+]([O-])c1ccccc1.O=[N+]([O-])c1ccccc1.O=[N+]([O-])c1ccccc1.O=[N+]([O-])c1ccccc1.O=[N+]([O-])c1ccccc1

```
! wB97M-V def2-TZVPD RIJCOSX def2/J DEFGRID3
* xyz 0 1
C -2.254 5.220 0.401
O -3.345 4.367 0.977
C -3.796 3.371 -0.025
C -2.947 1.965 -0.008
C -1.613 1.930 0.987
C -0.659 0.605 1.135
C -1.075 -0.730 0.218
C -2.406 -0.687 -0.775
C -3.393 0.654 -0.923
C -4.717 0.599 -1.889
C -4.915 1.894 -2.874
C -5.465 1.521 -4.389
C -4.522 2.192 -5.596
C -3.743 1.012 -6.487
N -2.270 0.867 -6.075
S -2.723 -2.304 -1.744
C -0.944 -2.893 -2.121
C -0.567 -3.610 -3.552
C 0.971 -4.142 -3.840
C 2.063 -3.920 -2.625
C 1.723 -3.168 -1.180
C 2.952 -3.046 -0.100
C 4.453 -3.003 -0.758
C 5.504 -2.766 0.521
O 6.558 -1.812 0.095
C 0.167 -2.620 -0.902
N -0.178 -1.947 0.408
H -1.522 5.633 1.246
H -2.734 6.120 -0.174
H -1.633 4.605 -0.408
H -3.642 3.897 -1.085
H -4.952 3.252 0.107
H -1.311 2.874 1.650
H 0.251 0.619 1.876
H -4.703 -0.368 -2.588
H -5.675 0.445 -1.194
H -5.778 2.556 -2.382
H -3.963 2.614 -2.891
H -5.554 0.355 -4.561
H -6.559 1.949 -4.602
H -3.688 2.915 -5.149
H -5.216 2.863 -6.297
H -4.339 -0.001 -6.419
H -3.714 1.419 -7.602
H -1.859 1.820 -5.869
H -2.194 0.304 -5.177
H -1.348 -3.797 -4.432
H 1.317 -4.690 -4.833
H 3.160 -4.340 -2.837
H 2.851 -2.060 0.562
H 2.952 -3.962 0.665
H 4.527 -2.088 -1.486
H 4.743 -3.971 -1.376
H 4.876 -2.370 1.454
H 5.953 -3.806 0.875
H 6.375 -0.948 0.592
H 0.725 -1.562 0.804
C 5.657 4.017 -2.975
C 4.371 3.641 -2.584
C 4.172 2.988 -1.366
C 5.273 2.719 -0.542
C 6.566 3.088 -0.935
C 6.753 3.738 -2.157
N 5.068 2.055 0.751
O 3.911 1.727 1.055
O 6.062 1.864 1.467
H 5.806 4.531 -3.923
H 3.522 3.861 -3.228
H 3.163 2.702 -1.076
H 7.430 2.880 -0.307
H 7.752 4.031 -2.470
C -0.559 5.720 -9.087
C -1.922 5.807 -9.376
C -2.864 5.683 -8.353
C -2.427 5.476 -7.037
C -1.060 5.380 -6.745
C -0.128 5.503 -7.778
N -3.411 5.370 -5.953
O -4.612 5.441 -6.254
O -2.985 5.221 -4.799
H 0.171 5.822 -9.888
H -2.251 5.974 -10.400
H -3.922 5.753 -8.594
H -0.708 5.215 -5.729
H 0.936 5.433 -7.561
C 5.774 -1.799 6.478
C 5.515 -2.856 7.353
C 5.408 -4.159 6.864
C 5.566 -4.394 5.491
C 5.818 -3.335 4.610
C 5.921 -2.035 5.110
N 5.480 -5.766 4.974
O 5.237 -6.673 5.783
O 5.659 -5.937 3.760
H 5.862 -0.785 6.865
H 5.401 -2.663 8.418
H 5.206 -4.971 7.559
H 5.938 -3.503 3.541
H 6.119 -1.206 4.434
C 1.463 -1.481 12.886
C 2.274 -2.374 13.587
C 3.482 -2.805 13.035
C 3.871 -2.329 11.776
C 3.056 -1.438 11.066
C 1.849 -1.017 11.627
N 5.152 -2.759 11.201
O 5.836 -3.563 11.851
O 5.477 -2.290 10.100
H 0.525 -1.143 13.323
H 1.966 -2.733 14.567
H 4.102 -3.502 13.595
H 3.344 -1.065 10.085
H 1.210 -0.323 11.085
C -6.490 -4.036 -2.121
C -7.757 -4.607 -2.245
C -8.891 -3.886 -1.867
C -8.744 -2.584 -1.368
C -7.472 -2.011 -1.234
C -6.346 -2.743 -1.613
N -9.934 -1.811 -0.992
O -11.039 -2.360 -1.107
O -9.765 -0.652 -0.586
H -5.610 -4.600 -2.422
H -7.862 -5.616 -2.640
H -9.872 -4.345 -1.970
H -7.343 -1.003 -0.844
H -5.355 -2.306 -1.517
*
```


(3)
The following is a DFT calculation (the ωB97M-V functional and the def2-TZVPD basis) of C16H31CuNP2 as an isolated structure.

LUMO (spin up / spin down) (eV): 0.3 / -1.0
Orbital gap (spin up / spin down) (eV): 7.867 / 6.552
Highest occupied orbital energy (spin up / spin down) (eV): -7.599 / -7.598
<S²>: 0.7545
ΔE to the lowest compared entry with this formula, charge and spin (kJ/mol): 199.1

```
! wB97M-V def2-TZVPD RIJCOSX def2/J DEFGRID3
* xyz 0 2
P 1.339 2.000 -0.138
P 1.445 -1.117 -1.509
C 2.862 1.293 -0.907
C 2.550 0.301 -2.019
H 3.437 0.810 -0.101
H 3.439 2.161 -1.270
H 2.035 0.805 -2.850
H 3.464 -0.178 -2.400
C 2.696 -2.064 -0.524
H 2.267 -3.029 -0.227
H 2.965 -1.514 0.389
H 3.592 -2.220 -1.140
C 1.424 -1.918 -3.134
H 2.451 -2.173 -3.430
H 0.986 -1.207 -3.851
H 0.795 -2.816 -3.098
C 2.062 3.027 1.159
H 1.266 3.483 1.762
H 2.706 3.802 0.715
H 2.664 2.377 1.814
C 0.722 3.094 -1.478
H 0.426 2.496 -2.352
H 1.504 3.814 -1.769
H -0.168 3.631 -1.124
Cu -3.719 -1.488 0.752
C -1.782 -1.612 -0.276
C -0.896 -1.906 0.728
C 0.223 -1.164 1.329
C -0.058 -0.176 2.478
C -0.958 0.965 2.143
C -1.555 1.218 0.962
C -1.149 0.829 -0.403
C -1.780 -0.379 -1.122
C -4.296 -0.226 2.124
H -2.372 -2.445 -0.707
H -1.029 -2.884 1.191
H 0.837 -0.601 0.602
H 0.906 -1.922 1.762
H -0.527 -0.738 3.311
H 0.918 0.191 2.854
H -1.349 1.489 3.027
H -2.518 1.714 0.985
H -0.075 0.522 -0.403
H -1.261 1.690 -1.086
H -2.798 -0.141 -1.466
H -1.157 -0.537 -2.026
H -5.353 -0.110 1.843
H -3.773 0.730 2.297
H -4.184 -0.901 2.996
N -4.861 -3.967 2.033
C -4.362 -3.010 1.553
*
```


(4)
The following is a DFT calculation (the ωB97M-V functional and the def2-TZVPD basis) of a 7-piece molecular cluster, C7H28N2O7 overall.

LUMO (eV): 0.2
Orbital gap (eV): 10.013
Highest occupied orbital energy (eV): -9.799
ΔE to the lowest compared entry with this formula, charge and spin (kJ/mol): 0.0
SMILES string: NC(N)=O.CC(C)O.CC(C)O.O.O.O.O

```
! wB97M-V def2-TZVPD RIJCOSX def2/J DEFGRID3
* xyz 0 1
C -3.310 -13.620 -2.016
O -2.856 -13.537 -0.920
N -3.057 -14.615 -2.874
N -4.176 -12.703 -2.556
H -2.803 -15.538 -2.567
H -3.658 -14.666 -3.705
H -4.719 -12.847 -3.369
H -4.374 -11.935 -1.941
C -1.412 -12.223 -6.739
C -1.211 -10.863 -6.105
C -1.400 -11.048 -4.614
O 0.026 -10.373 -6.495
H -0.993 -12.982 -6.093
H -0.834 -12.148 -7.687
H -2.406 -12.525 -7.069
H -2.004 -10.170 -6.461
H -0.936 -11.951 -4.276
H -2.531 -11.169 -4.403
H -1.171 -10.202 -3.978
H 0.687 -10.770 -5.928
C -8.794 -14.187 -6.094
C -8.634 -15.254 -5.096
C -8.186 -16.552 -5.767
O -7.521 -14.788 -4.243
H -9.324 -13.325 -5.669
H -9.343 -14.492 -7.002
H -7.760 -13.921 -6.333
H -9.511 -15.326 -4.467
H -7.491 -16.376 -6.570
H -8.987 -17.204 -6.108
H -7.704 -17.216 -5.039
H -7.126 -15.542 -3.811
O -7.334 -12.262 -3.334
H -7.037 -12.217 -2.421
H -7.405 -13.212 -3.625
O -5.083 -16.546 -6.354
H -4.888 -15.677 -6.003
H -4.291 -16.794 -6.839
O -5.749 -11.238 -5.752
H -6.371 -11.364 -6.477
H -6.324 -11.286 -4.949
O -4.944 -13.872 -5.474
H -5.819 -14.052 -5.098
H -5.047 -12.912 -5.706
*
```


In the order shown, the computed total energy values come out to -5849.43155; -3697.57329; -3005.97263; -919.72272 Ha.